2 unconnected molecules or ions with the total composition C2H4O2S in a non-equilibrium geometry. Source: the OMol25 dataset; level of theory: ωB97M-V/def2-TZVPD.

Results
- Lowest unoccupied orbital energy: 0.010 hartree
- Strongest force on any atom: 5.3 eV Å⁻¹
- Gap between HOMO and LUMO: 9.4 eV
- E_HOMO: -9.12 eV

ORCA input file:
```
! RIJCOSX wB97M-V def2-TZVPD def2/J DEFGRID3
* xyz 0 1
C -0.065 -1.588 1.576
C -0.795 0.368 0.833
O -0.176 -3.991 0.702
O 0.225 0.873 0.106
S -0.546 -2.552 0.393
H 0.554 -1.670 2.446
H -0.913 0.793 1.954
H -1.667 0.079 0.316
H -0.017 1.046 -0.822
*
```

Here are the natural (NBO) charges for atoms 1 to 8, given in e: number 1, C, carries -0.6112; number 2, C, carries 0.0437; number 3, O, carries -0.9269; number 4, O, carries -0.6838; number 5, S, carries 1.0804; number 6, H, carries 0.2243; number 7, H, carries 0.2057; number 8, H, carries 0.1751



2 unconnected molecules or ions with the total composition C2H4O2S in a non-equilibrium geometry. Source: the OMol25 dataset; level of theory: ωB97M-V/def2-TZVPD.

Results
- Lowest unoccupied orbital energy: -0.017 hartree
- Strongest force on any atom: 5.8 eV Å⁻¹
- Gap between HOMO and LUMO: 9.5 eV
- E_HOMO: -9.98 eV

ORCA input file:
```
! RIJCOSX wB97M-V def2-TZVPD def2/J DEFGRID3
* xyz 0 1
C 0.765 1.002 -0.802
C -1.131 -0.483 0.680
O 0.705 -2.236 0.074
O 1.241 0.269 -1.621
S 0.198 -1.355 1.111
H -0.147 1.706 -1.006
H 1.386 1.264 0.121
H -1.243 0.235 1.545
H -1.775 -0.403 -0.101
*
```

Here are the natural (NBO) charges for atoms 1 to 8, given in e: number 1, C, carries 0.2380; number 2, C, carries -0.7532; number 3, O, carries -0.8743; number 4, O, carries -0.4954; number 5, S, carries 1.2037; number 6, H, carries 0.1167; number 7, H, carries 0.1112; number 8, H, carries 0.2228



2 unconnected molecules or ions with the total composition C2H4O2S in a non-equilibrium geometry. Source: the OMol25 dataset; level of theory: ωB97M-V/def2-TZVPD.

Results
- Lowest unoccupied orbital energy (spin up / spin down): -0.030 / -0.009 hartree
- Strongest force on any atom: 2.5 eV Å⁻¹
- Gap between HOMO and LUMO (spin up / spin down): 5.9 / 9.0 eV
- E_HOMO (spin up / spin down): -6.72 / -9.26 eV

ORCA input file:
```
! RIJCOSX wB97M-V def2-TZVPD def2/J DEFGRID3
* xyz 0 1
C -1.064 -0.730 0.016
C 0.295 -1.076 -0.180
O 0.857 1.690 0.010
O -0.480 1.780 -0.263
S -2.584 -0.796 0.252
H 0.829 -0.110 -0.195
H 0.640 -1.828 -1.023
H 0.658 -1.384 0.780
H 0.848 2.453 0.603
*
```

Here are the natural (NBO) charges for atoms 1 to 8, given in e: number 1, C, carries -0.0130; number 2, C, carries -0.8054; number 3, O, carries -0.4520; number 4, O, carries -0.3460; number 5, S, carries 0.2886; number 6, H, carries 0.3122; number 7, H, carries 0.2619; number 8, H, carries 0.2750



A molecular structure, C2H4O2S in a non-equilibrium geometry. Source: the OMol25 dataset; level of theory: ωB97M-V/def2-TZVPD.

Results
- Lowest unoccupied orbital energy (spin up / spin down): -0.022 / -0.038 hartree
- Strongest force on any atom: 5.5 eV Å⁻¹
- Gap between HOMO and LUMO (spin up / spin down): 8.4 / 7.9 eV
- E_HOMO (spin up / spin down): -8.97 / -8.88 eV

ORCA input file:
```
! RIJCOSX wB97M-V def2-TZVPD def2/J DEFGRID3
* xyz 0 1
C 0.374 -0.705 -0.286
C -0.594 0.575 1.424
O 0.175 -2.435 -2.197
O 0.275 -0.256 0.845
S -0.186 -2.186 -0.822
H 0.903 1.802 -0.810
H -1.289 1.065 0.817
H 0.889 1.325 -1.423
H -0.547 0.815 2.452
*
```

Here are the natural (NBO) charges for atoms 1 to 8, given in e: number 1, C, carries -0.0203; number 2, C, carries -0.0607; number 3, O, carries -0.9203; number 4, O, carries -0.3856; number 5, S, carries 1.0311; number 6, H, carries -0.0247; number 7, H, carries 0.1687; number 8, H, carries 0.0241



A single C2H4O3 molecule in a non-equilibrium geometry. Source: the OMol25 dataset; level of theory: ωB97M-V/def2-TZVPD.

Results
- Lowest unoccupied orbital energy: 0.029 hartree
- Strongest force on any atom: 2.1 eV Å⁻¹
- Gap between HOMO and LUMO: 12.0 eV
- SMILES: CC(=O)OO
- E_HOMO: -11.17 eV

ORCA input file:
```
! RIJCOSX wB97M-V def2-TZVPD def2/J DEFGRID3
* xyz 0 1
C 1.375 -0.794 -0.861
C 0.092 -0.251 -0.321
O -0.979 -0.479 -0.852
O 0.350 0.469 0.771
O -0.897 1.078 1.235
H 2.054 0.036 -0.974
H 1.133 -1.132 -1.892
H 1.755 -1.609 -0.214
H -1.542 0.427 0.940
*
```

Here are the natural (NBO) charges for atoms 1 to 8, given in e: number 1, C, carries -0.7221; number 2, C, carries 0.7634; number 3, O, carries -0.5973; number 4, O, carries -0.2426; number 5, O, carries -0.4072; number 6, H, carries 0.2395; number 7, H, carries 0.2455; number 8, H, carries 0.2480



A single C2H4O3S molecule in a non-equilibrium geometry. Source: the OMol25 dataset; level of theory: ωB97M-V/def2-TZVPD.

Results
- Lowest unoccupied orbital energy: -0.012 hartree
- Strongest force on any atom: 5.2 eV Å⁻¹
- Gap between HOMO and LUMO: 10.7 eV
- SMILES: O=S1(=O)COC1
- E_HOMO: -10.97 eV

ORCA input file:
```
! RIJCOSX wB97M-V def2-TZVPD def2/J DEFGRID3
* xyz 0 1
O 1.765 -1.093 -0.240
S 0.948 0.008 0.041
O 1.550 1.274 0.345
C -0.554 -0.408 1.079
O -1.360 -0.366 -0.061
C -0.249 0.355 -1.208
H -0.621 0.321 1.845
H -0.492 -1.426 1.449
H -0.668 -0.062 -2.072
H -0.320 1.397 -1.178
*
```

Here are the natural (NBO) charges for atoms 1 to 8, given in e: number 1, O, carries -0.9124; number 2, S, carries 2.1353; number 3, O, carries -0.9226; number 4, C, carries -0.2677; number 5, O, carries -0.5504; number 6, C, carries -0.3336; number 7, H, carries 0.1932; number 8, H, carries 0.2036



A single C2H4O3S molecule in a non-equilibrium geometry. Source: the OMol25 dataset; level of theory: ωB97M-V/def2-TZVPD.

Results
- Lowest unoccupied orbital energy (spin up / spin down): -0.015 / -0.015 hartree
- Strongest force on any atom: 5.7 eV Å⁻¹
- Gap between HOMO and LUMO (spin up / spin down): 7.5 / 7.5 eV
- E_HOMO (spin up / spin down): -7.86 / -7.86 eV

ORCA input file:
```
! RIJCOSX wB97M-V def2-TZVPD def2/J DEFGRID3
* xyz 0 1
C -0.053 -1.185 0.329
C -0.001 0.264 -0.408
O -0.858 -0.737 1.390
O -0.609 0.639 1.699
O 1.193 0.892 -0.467
S -1.212 0.753 -1.496
H -0.553 -2.005 -0.021
H 0.996 -1.424 0.551
H 1.794 0.817 0.314
H -0.698 1.987 -1.891
*
```

Here are the natural (NBO) charges for atoms 1 to 8, given in e: number 1, C, carries -0.1109; number 2, C, carries 0.3620; number 3, O, carries -0.3303; number 4, O, carries -0.4901; number 5, O, carries -0.6754; number 6, S, carries 0.1890; number 7, H, carries 0.2063; number 8, H, carries 0.1573



2 unconnected molecules or ions with the total composition C2H4O3S in a non-equilibrium geometry. Source: the OMol25 dataset; level of theory: ωB97M-V/def2-TZVPD.

Results
- Lowest unoccupied orbital energy: 0.020 hartree
- Strongest force on any atom: 1.3 eV Å⁻¹
- Gap between HOMO and LUMO: 10.7 eV
- SMILES: O=C1O[C@@H]1O.S
- E_HOMO: -10.17 eV

ORCA input file:
```
! RIJCOSX wB97M-V def2-TZVPD def2/J DEFGRID3
* xyz 0 1
O 2.782 1.988 -0.452
C 2.313 1.010 0.012
O 2.111 0.397 1.155
C 1.689 -0.294 -0.101
O 2.343 -1.440 -0.420
H 0.615 -0.409 -0.167
H 3.298 -1.299 -0.481
S -1.683 1.158 -0.160
H -2.251 1.456 1.004
H -2.436 0.071 -0.309
*
```

Here are the natural (NBO) charges for atoms 1 to 8, given in e: number 1, O, carries -0.5250; number 2, C, carries 0.7284; number 3, O, carries -0.4644; number 4, C, carries 0.2339; number 5, O, carries -0.6671; number 6, H, carries 0.1992; number 7, H, carries 0.4883; number 8, S, carries -0.2863



2 unconnected molecules or ions with the total composition C2H4O4 in a non-equilibrium geometry. Source: the OMol25 dataset; level of theory: ωB97M-V/def2-TZVPD.

Results
- Lowest unoccupied orbital energy: 0.018 hartree
- Strongest force on any atom: 2.4 eV Å⁻¹
- Gap between HOMO and LUMO: 10.9 eV
- SMILES: O=CO.O=CO
- E_HOMO: -10.47 eV

ORCA input file:
```
! RIJCOSX wB97M-V def2-TZVPD def2/J DEFGRID3
* xyz 0 1
O 1.017 0.349 0.301
C 1.421 1.074 1.151
O 0.662 1.264 2.282
H 2.333 1.615 1.377
H 0.284 2.146 2.364
O -2.352 -0.756 -1.275
C -1.483 -1.480 -1.657
O -0.181 -1.105 -1.784
H -1.683 -2.551 -1.770
H -0.019 -0.557 -0.989
*
```

Here are the natural (NBO) charges for atoms 1 to 8, given in e: number 1, O, carries -0.5468; number 2, C, carries 0.6743; number 3, O, carries -0.7430; number 4, H, carries 0.1270; number 5, H, carries 0.5006; number 6, O, carries -0.5652; number 7, C, carries 0.6439; number 8, O, carries -0.7176



A gas-phase ion, C2H4O4PS (charge -1) in a non-equilibrium geometry. Source: the OMol25 dataset; level of theory: ωB97M-V/def2-TZVPD.

Results
- Lowest unoccupied orbital energy: 0.124 hartree
- Strongest force on any atom: 4.5 eV Å⁻¹
- Gap between HOMO and LUMO: 7.6 eV
- SMILES: COC(=O)[P@]([O-])(O)=S
- E_HOMO: -4.19 eV

ORCA input file:
```
! RIJCOSX wB97M-V def2-TZVPD def2/J DEFGRID3
* xyz -1 1
C 2.155 -0.081 -0.375
O 0.794 -0.181 0.070
C -0.195 0.494 -0.546
O 0.035 1.254 -1.473
P -1.829 0.137 0.256
O -2.824 1.235 0.326
O -1.416 -0.248 1.875
S -2.443 -1.498 -0.652
H 2.508 0.941 -0.593
H 2.242 -0.335 -1.411
H 2.656 -0.641 0.375
H -1.682 -1.077 2.147
*
```

Here are the natural (NBO) charges for atoms 1 to 8, given in e: number 1, C, carries -0.2837; number 2, O, carries -0.5118; number 3, C, carries 0.4728; number 4, O, carries -0.6165; number 5, P, carries 1.7989; number 6, O, carries -1.1086; number 7, O, carries -1.0065; number 8, S, carries -0.8051



A single C2H4O4S molecule in a non-equilibrium geometry. Source: the OMol25 dataset; level of theory: ωB97M-V/def2-TZVPD.

Results
- Lowest unoccupied orbital energy: -0.003 hartree
- Strongest force on any atom: 4.3 eV Å⁻¹
- Gap between HOMO and LUMO: 9.9 eV
- SMILES: O=S1(=O)CC1(O)O
- E_HOMO: -9.96 eV

ORCA input file:
```
! RIJCOSX wB97M-V def2-TZVPD def2/J DEFGRID3
* xyz 0 1
O -1.912 -1.329 0.507
S -1.191 -0.114 0.191
O -1.802 1.148 0.496
C 0.357 -0.046 1.083
C 0.512 -0.087 -0.509
O 0.924 -1.252 -1.090
O 0.940 1.035 -1.134
H 0.779 -0.803 1.739
H 0.575 0.960 1.477
H 0.492 -1.299 -1.927
H 0.325 1.788 -0.831
*
```

Here are the natural (NBO) charges for atoms 1 to 8, given in e: number 1, O, carries -0.8861; number 2, S, carries 1.9742; number 3, O, carries -0.9314; number 4, C, carries -0.7462; number 5, C, carries 0.4136; number 6, O, carries -0.6523; number 7, O, carries -0.6721; number 8, H, carries 0.2579



A single C2H4OS2 molecule in a non-equilibrium geometry. Source: the OMol25 dataset; level of theory: ωB97M-V/def2-TZVPD.

Results
- Lowest unoccupied orbital energy: 0.012 hartree
- Strongest force on any atom: 3.9 eV Å⁻¹
- Gap between HOMO and LUMO: 9.4 eV
- SMILES: O=CSCS
- E_HOMO: -9.03 eV

ORCA input file:
```
! RIJCOSX wB97M-V def2-TZVPD def2/J DEFGRID3
* xyz 0 1
O 2.089 -1.409 0.098
C 1.991 -0.284 -0.190
S 0.687 0.909 -0.505
C -1.252 0.762 0.127
S -1.868 -0.859 -0.342
H 2.865 0.290 -0.494
H -1.694 1.362 -0.720
H -1.255 0.759 1.221
H -1.564 -1.531 0.805
*
```

Here are the natural (NBO) charges for atoms 1 to 8, given in e: number 1, O, carries -0.5054; number 2, C, carries 0.2840; number 3, S, carries 0.0306; number 4, C, carries -0.6034; number 5, S, carries 0.0008; number 6, H, carries 0.1339; number 7, H, carries 0.2702; number 8, H, carries 0.2606



> The lowest strongest force on any atom belongs to which entry?

number 8



> Which of these has the highest strongest force on any atom?

number 2



> What is the strongest force on any atom in the fifth record?

2.1 eV Å⁻¹



> Which of these has the highest strongest force on any atom?

number 2